No. 1
Here is 2 unconnected molecules or ions with the total composition C9H14O at a distorted geometry from the Open Molecules 2025 dataset. Energies are from the ωB97M-V functional and the def2-TZVPD basis.

Properties
Energy above the lowest of the compared OMol25 structures with the same formula, charge and spin   1.532 eV
LUMO (spin up / spin down)   3.302 / 3.273 eV
2S+1   2
Expectation value of S²   0.761
Charge   -1
Kohn-Sham gap (spin up / spin down)   2.55 / 6.47 eV
Highest occupied orbital energy (spin up / spin down)   0.8 / -3.2 eV

Last column: Mulliken charge in e.
Element x y z (Å)
1 C 1.814381 2.179582 -2.639060  -0.035
2 C 0.986949 1.508872 -1.518637  -0.855
3 O 1.670380 1.476598 -3.859393  -0.570
4 H 1.356957 3.143243 -2.905732  0.182
5 H 2.880814 2.322556 -2.368571  0.213
6 H 0.361916 0.770499 -2.015487  0.346
7 H 1.410895 0.552691 -3.815851  0.305
8 H 0.293009 2.320485 -1.155315  0.205
9 H 1.579817 1.301741 -0.604394  0.186
10 C 1.529552 -0.982214 1.960083  -1.308
11 C -1.928675 0.317743 1.159311  -0.490
12 C -0.644974 0.333578 1.767621  -0.291
13 C -2.450541 -0.815177 0.522290  -0.619
14 C 0.038618 -0.839034 1.905106  0.595
15 C -1.822943 -2.021252 0.756625  -0.244
16 C -0.620023 -2.092080 1.518774  -1.019
17 H -2.386026 1.323498 1.325948  0.297
18 H -0.275308 1.392754 2.058753  0.195
19 H -3.385448 -0.744913 -0.082407  0.282
20 H -2.203254 -2.967262 0.443871  0.405
21 H 1.896290 -1.954237 2.306047  0.370
22 H 2.006148 -0.101994 2.451796  0.322
23 H -0.230923 -3.054512 1.781332  0.341
24 H 1.781807 -1.071249 0.912639  0.189

Cartesian forces, eV/Å:
-0.6 -0.3 0.2
-0.1 2.7 0.5
0.5 0.0 -1.3
0.5 0.0 0.4
-0.5 -0.1 -0.2
0.1 -0.5 0.8
0.1 0.1 0.8
0.3 -1.0 -0.2
-0.5 -0.9 -0.8
0.0 0.7 0.3
0.7 3.0 1.3
-0.4 0.9 -0.1
-1.3 -0.8 -0.6
0.5 -1.4 0.0
1.2 0.4 1.0
-1.3 1.1 -0.7
-0.5 -1.0 -0.8
-0.1 -1.9 -0.3
0.8 -0.2 0.5
-0.6 -0.5 -0.6
-0.2 0.2 0.8
0.1 -0.7 -0.4
0.4 -0.3 0.2
0.8 0.5 -0.7

=====

No. 2
Here is 2 unconnected molecules or ions with the total composition C2H4N2O at a distorted geometry from the Open Molecules 2025 dataset. Energies are from the ωB97M-V functional and the def2-TZVPD basis.

Properties
Energy above the lowest of the compared OMol25 structures with the same formula, charge and spin   1.419 eV
LUMO   0.806 eV
Kohn-Sham gap   10.14 eV
Highest occupied orbital energy   -9.3 eV

Last column: Mulliken charge in e.
Element x y z (Å)
1 C -0.211496 -0.255924 -0.151530  0.006
2 C 2.291305 0.443371 0.353774  0.066
3 N 0.465378 0.748787 -0.588146  -0.424
4 N -1.521529 -0.325333 0.015736  -0.425
5 O 2.453863 -0.673792 0.177292  -0.228
6 H 0.427985 -1.199170 -0.102485  0.342
7 H -0.186435 1.555301 -0.554590  0.159
8 H -1.865002 0.607093 0.085737  0.246
9 H -1.854073 -0.900334 0.764212  0.257

Cartesian forces, eV/Å:
3.9 -1.3 -1.8
1.6 -0.1 0.6
-2.7 0.2 0.4
-1.4 0.1 0.6
0.3 0.0 0.1
-1.4 0.9 0.3
0.8 0.1 -0.4
-1.0 0.5 0.0
-0.2 -0.5 0.2

=====

No. 3
Here is a molecular structure, C11H24ClO4P2Tc at a distorted geometry from the Open Molecules 2025 dataset. Energies are from the ωB97M-V functional and the def2-TZVPD basis.

Properties
Energy above the lowest of the compared OMol25 structures with the same formula, charge and spin   1.133 eV
LUMO (spin up / spin down)   -14.278 / -15.165 eV
2S+1   4
Expectation value of S²   4.053
Charge   +3
Kohn-Sham gap (spin up / spin down)   5.65 / 5.36 eV
Highest occupied orbital energy (spin up / spin down)   -19.9 / -20.5 eV

Last column: Mulliken charge in e.
Element x y z (Å)
1 C 0.440813 -0.120950 -3.433446  -0.737
2 C 1.322673 -0.004997 -2.262244  0.697
3 H 1.043540 -0.122041 -4.351225  0.412
4 H -0.273053 0.721090 -3.475403  0.189
5 H -0.146905 -1.054100 -3.396754  0.187
6 O 2.508859 0.072720 -2.131142  -0.252
7 Cl -2.569865 -0.148916 -0.961864  -0.181
8 Tc -0.251172 -0.017225 -0.288464  0.185
9 P -0.079927 2.309159 -0.361568  1.293
10 C 1.171640 3.055864 0.731181  -1.435
11 C 0.209246 3.150507 -1.945249  -1.377
12 H 0.294695 4.228087 -1.752388  0.503
13 H -1.586042 4.148564 0.070909  0.462
14 H -0.624677 2.965779 -2.632265  0.411
15 H -2.468611 2.596955 -0.203277  0.406
16 H 2.174730 2.739444 0.424203  0.442
17 H 1.140381 2.780822 -2.390877  0.409
18 C -1.606863 3.071217 0.278431  -1.180
19 H 1.086056 4.147982 0.671253  0.504
20 H -1.665726 2.902441 1.360631  0.345
21 H 0.994432 2.726615 1.763587  0.365
22 P 0.154581 -2.307494 -0.138617  1.241
23 C 1.441249 -2.836408 1.032822  -1.382
24 C -1.327815 -3.137363 0.508043  -1.193
25 H -0.145607 -3.133523 -2.410590  0.411
26 H 0.712072 -4.299625 -1.357354  0.512
27 H 1.574434 -2.868632 -2.008214  0.400
28 C 0.614918 -3.239780 -1.628428  -1.390
29 H -2.212361 -2.657525 0.073843  0.373
30 H -1.286573 -4.201337 0.245906  0.464
31 H 1.390689 -3.927706 1.136312  0.475
32 H 1.279391 -2.352703 2.004253  0.355
33 H -1.347920 -3.020002 1.598549  0.368
34 H 2.426668 -2.543220 0.652269  0.444
35 C 1.586126 0.091059 0.403840  0.159
36 O 2.684255 0.165164 0.781347  -0.155
37 C -1.662191 0.036582 3.840300  -1.093
38 C -0.634497 -0.034119 2.745811  0.742
39 O 0.574789 -0.200797 2.939350  -0.111
40 O -1.183437 0.114510 1.549140  -0.396
41 H -1.249033 -0.369964 4.764661  0.440
42 H -2.563943 -0.511082 3.548231  0.362
43 H -1.940025 1.084969 4.004495  0.325

Cartesian forces, eV/Å:
-1.4 -0.1 -0.7
4.8 0.2 0.2
0.2 0.0 0.2
0.2 -0.3 0.1
0.2 0.4 0.1
-4.3 -0.2 -0.1
2.4 0.1 0.0
-4.6 0.1 -0.7
0.8 4.0 0.6
0.2 -0.6 0.0
0.0 -0.8 -0.5
0.0 -0.3 0.1
0.2 -0.2 0.0
0.1 0.1 0.1
0.0 0.3 0.1
-0.1 0.3 0.1
-0.1 0.3 0.0
-0.5 -0.9 0.1
0.0 -0.2 0.0
0.0 0.1 -0.3
0.1 0.2 -0.2
1.5 -3.8 0.3
0.1 0.5 0.0
-0.7 0.8 0.1
0.1 -0.2 0.1
0.0 0.3 0.0
-0.1 -0.2 0.0
-0.1 0.6 -0.6
0.1 -0.4 0.2
0.1 0.2 0.0
0.0 0.2 0.0
0.1 -0.3 -0.1
-0.1 -0.1 -0.2
-0.1 -0.2 0.1
4.8 0.4 1.7
-4.3 -0.3 -1.5
0.7 -0.3 1.2
-3.2 0.7 -1.7
0.2 0.0 0.1
2.3 -0.2 1.1
-0.2 0.1 0.1
0.3 -0.1 -0.3
0.3 0.0 -0.1

=====

No. 4
Here is a molecular structure, C9H18CaF9O14S3 at a distorted geometry from the Open Molecules 2025 dataset. Energies are from the ωB97M-V functional and the def2-TZVPD basis.

Properties
Energy above the lowest of the compared OMol25 structures with the same formula, charge and spin   12.187 eV
LUMO   -3.331 eV
Charge   -1
Kohn-Sham gap   2.22 eV
Highest occupied orbital energy   -5.5 eV

Last column: Mulliken charge in e.
Element x y z (Å)
1 Ca 0.039778 1.434852 -0.189779  1.833
2 C 1.501588 -5.914408 -2.874059  0.601
3 F 1.932398 -7.082928 -2.635689  -0.213
4 F 2.245968 -5.462618 -3.828989  -0.228
5 F 0.214868 -5.908618 -3.270279  -0.239
6 S 1.719668 -4.876868 -1.190959  1.036
7 O 1.394498 -5.717298 0.003741  -0.629
8 O 3.150448 -4.512868 -1.227429  -0.684
9 O 0.931708 -3.637338 -1.277869  -0.633
10 C -5.860082 -3.236888 2.882881  0.629
11 F -5.834112 -4.481078 3.110071  -0.213
12 F -6.010082 -2.900318 1.610411  -0.233
13 F -6.876212 -2.770828 3.587941  -0.251
14 S -4.216812 -2.442498 3.555731  1.088
15 O -4.496622 -1.844998 4.835311  -0.647
16 O -3.184552 -3.504758 3.617631  -0.634
17 O -3.843542 -1.416428 2.620351  -0.664
18 C 2.925818 0.467872 6.371861  0.608
19 F 3.548568 1.600092 6.351511  -0.239
20 F 3.162218 -0.184308 7.437881  -0.219
21 F 1.626868 0.764882 6.362551  -0.255
22 S 3.235398 -0.630738 4.834581  1.066
23 O 4.663218 -0.635468 4.615261  -0.654
24 O 2.761198 -1.976998 5.185371  -0.648
25 O 2.384238 -0.014368 3.844451  -0.637
26 C -0.427052 5.792102 2.354911  -0.397
27 C 0.689548 6.151782 1.414861  -0.458
28 O 1.467918 5.045972 1.029351  -0.492
29 O -1.075372 4.629262 1.850611  -0.524
30 H -1.160262 6.593032 2.449891  0.306
31 H 0.012348 5.575952 3.328721  0.320
32 H 1.293548 6.840982 2.005031  0.308
33 H 0.370458 6.769672 0.575531  0.329
34 H 2.321318 5.301162 0.671331  0.307
35 H -1.718772 4.360012 2.510261  0.325
36 C 3.485378 0.913872 -3.611189  -0.537
37 C 2.800318 2.174802 -4.201579  -0.371
38 O 1.482958 2.386672 -3.740389  -0.499
39 O 3.553328 0.977552 -2.223669  -0.515
40 H 4.478718 0.699072 -4.005159  0.360
41 H 2.832368 0.057082 -3.777329  0.349
42 H 2.902038 2.147032 -5.286469  0.332
43 H 3.489968 2.903772 -3.776019  0.259
44 H 1.182598 3.239982 -4.061699  0.310
45 H 4.042948 0.179442 -2.011789  0.337
46 C -2.818642 -1.123268 -4.849929  -0.963
47 C -3.581852 -1.016958 -3.506159  -0.232
48 O -3.213922 0.226792 -2.931479  -0.520
49 H -1.804332 -1.420068 -4.583129  0.236
50 H -2.732162 -0.206258 -5.432789  0.294
51 H -3.196862 -1.994048 -5.385459  0.322
52 H -3.168582 -1.799618 -2.869959  0.248
53 H -4.639272 -1.172198 -3.720299  0.321
54 H -3.985092 0.651322 -2.548499  0.303

Cartesian forces, eV/Å:
0.5 -0.5 0.4
-1.1 2.8 3.0
0.3 -3.6 0.7
0.8 1.6 -1.9
0.0 -0.3 -0.2
1.6 1.0 2.9
0.0 0.8 -3.2
-0.8 -1.0 -0.8
-0.7 -0.9 -0.9
2.5 3.4 1.6
0.1 -3.5 -0.6
-0.4 -0.5 -0.7
-1.2 1.0 0.1
3.0 -1.2 0.9
-1.3 -0.4 0.7
-2.2 0.6 -0.4
-0.4 1.0 -2.0
-1.5 -1.7 -3.6
1.7 2.0 0.1
1.0 -1.2 2.8
-1.3 0.3 0.2
-0.2 -3.0 0.8
0.3 1.1 -0.1
0.1 1.6 0.4
-0.2 1.3 -0.9
0.2 -0.9 -0.2
0.6 1.6 0.4
-0.4 -1.1 -0.2
-0.3 -0.5 -0.2
0.2 0.3 0.0
-0.1 -0.1 0.1
0.3 0.1 0.1
-0.4 -0.4 -0.4
0.0 0.3 0.2
-0.1 -0.1 0.1
-2.3 -0.7 -1.0
2.5 -0.6 0.9
-0.4 -0.5 0.4
0.2 0.7 1.4
-0.1 0.5 -0.6
0.1 -0.3 -0.9
-0.3 0.0 0.0
-0.2 0.9 -0.3
0.0 0.0 -0.1
0.0 -0.1 0.8
0.5 -0.9 1.1
1.3 -0.4 -1.6
-0.3 0.9 0.5
0.3 0.2 -0.1
-0.6 -0.1 0.0
-0.2 0.3 -0.4
-0.6 -0.2 0.1
-0.1 0.4 0.6
-0.1 -0.1 0.1